1.
This record from OMol25 describes C39H30N12O2SSn as an isolated structure. The level of theory is ωB97M-V with the def2-TZVPD basis set.

Calculated values
- Lowest unoccupied orbital energy (spin up / spin down): -0.2752 / -0.2751 Ha
- E_HOMO (spin up / spin down): -12.523 / -12.523 eV
- Largest force on an atom: 5.19 eV/Å
- Spin multiplicity: 1
- Calculated total energy: -79555.040 eV
- Charge: +2
- ΔE to the lowest compared entry with this formula, charge and spin: 255.0 kJ/mol
- HOMO-LUMO gap (spin up / spin down): 5.0 / 5.0 eV

Geometry (Å):
Sn 10.78 9.47 19.59
C 11.53 13.57 21.98
C 11.98 12.28 21.61
N 11.26 11.19 21.79
C 10.00 11.37 22.27
C 9.53 12.66 22.48
N 10.29 13.73 22.32
C 9.20 10.11 22.35
C 8.30 9.96 23.40
C 7.80 8.71 23.68
C 8.27 7.61 22.93
C 9.14 7.91 21.86
N 9.61 9.11 21.59
C 9.97 6.72 21.27
C 9.59 5.40 21.43
N 10.26 4.45 20.82
C 11.37 4.83 20.16
C 11.68 6.16 19.95
N 11.06 7.11 20.58
C 6.79 8.37 24.73
C 6.79 8.82 26.06
C 5.70 8.50 26.82
N 4.70 7.63 26.44
C 4.68 7.24 25.25
C 5.75 7.56 24.33
H 12.14 14.40 21.83
H 12.85 12.18 21.08
H 8.45 12.82 22.63
H 8.00 10.85 24.03
H 8.00 6.59 23.15
H 8.63 5.19 21.85
H 11.99 4.10 19.56
H 12.50 6.45 19.18
H 7.61 9.46 26.43
H 5.64 8.79 27.89
H 3.83 6.60 25.02
H 5.58 7.21 23.30
C 10.29 8.75 5.51
O 9.13 8.49 6.33
C 9.24 8.52 7.62
C 8.04 8.31 8.45
C 8.15 8.07 9.74
C 9.41 8.05 10.35
C 10.63 8.36 9.64
C 10.54 8.51 8.26
N 9.38 7.84 11.69
N 10.47 7.56 12.31
C 10.85 7.78 13.52
C 11.73 6.84 14.08
C 12.44 7.13 15.19
C 11.93 8.23 16.11
O 12.24 8.18 17.22
C 11.00 9.20 15.50
N 10.57 10.14 16.33
C 9.75 11.05 15.85
C 9.32 11.02 14.53
C 9.65 10.01 13.69
C 10.48 8.97 14.20
H 9.86 9.01 4.49
H 11.03 7.95 5.60
H 10.72 9.67 5.89
H 7.13 8.20 7.92
H 7.18 7.90 10.23
H 11.59 8.53 10.14
H 11.42 8.72 7.69
H 12.03 5.94 13.49
H 13.36 6.55 15.58
H 9.40 11.83 16.46
H 8.55 11.65 14.13
H 9.36 10.01 12.64
S 8.93 8.13 18.14
C 7.73 8.02 19.26
N 6.84 7.96 20.02
C 9.07 14.81 18.72
N 9.00 13.45 19.06
C 7.79 12.86 19.31
C 8.00 11.51 19.39
N 9.34 11.31 19.32
C 9.90 12.53 19.06
H 10.09 15.13 18.71
H 8.58 15.44 19.44
H 8.57 15.00 17.72
H 6.87 13.41 19.29
H 7.26 10.72 19.60
H 10.91 12.79 18.80

=====

2.
This record from OMol25 describes C39H30N6O5RuS3 as an isolated structure. The level of theory is ωB97M-V with the def2-TZVPD basis set.

Calculated values
- Lowest unoccupied orbital energy (spin up / spin down): -0.1202 / -0.1343 Ha
- E_HOMO (spin up / spin down): -10.153 / -10.180 eV
- Largest force on an atom: 2.25 eV/Å
- Spin multiplicity: 2
- Calculated total energy: -95192.731 eV
- Charge: +1
- ΔE to the lowest compared entry with this formula, charge and spin: 0.0 kJ/mol
- HOMO-LUMO gap (spin up / spin down): 6.9 / 6.5 eV

Geometry (Å):
Ru 0.61 -0.02 0.26
C 5.08 -2.23 -4.38
O 5.82 -1.83 -3.23
C 5.13 -1.45 -2.15
C 5.93 -1.03 -1.05
C 5.33 -0.61 0.09
C 3.91 -0.55 0.23
C 3.33 -0.09 1.45
C 4.13 0.20 2.69
O 2.09 0.11 1.63
C 3.12 -0.99 -0.88
O 1.82 -1.04 -0.89
C 3.76 -1.44 -2.06
H 5.82 -2.47 -5.14
H 4.45 -1.41 -4.73
H 4.47 -3.10 -4.17
H 7.01 -1.06 -1.15
H 5.96 -0.29 0.90
H 5.20 0.06 2.59
H 3.76 -0.45 3.48
H 3.93 1.23 2.99
H 3.12 -1.73 -2.87
S -0.92 5.48 1.37
C -1.74 6.89 1.87
C -2.68 6.62 2.81
C -2.74 5.24 3.13
C -1.84 4.48 2.43
C -1.63 3.03 2.50
C -0.80 2.40 1.56
N -0.60 1.10 1.55
C -1.19 0.34 2.50
C -2.02 0.86 3.49
C -2.59 -0.05 4.45
C -2.31 -1.37 4.41
C -1.44 -1.92 3.41
C -1.08 -3.28 3.31
C -0.22 -3.70 2.31
C 0.26 -2.74 1.41
N -0.06 -1.47 1.49
C -0.90 -1.05 2.46
C 0.18 -5.10 2.15
C 1.15 -5.61 1.33
C 1.27 -7.02 1.43
C 0.39 -7.56 2.32
S -0.58 -6.36 3.05
C -2.24 2.25 3.46
H -1.48 7.84 1.44
H -3.31 7.37 3.26
H -3.44 4.83 3.85
H -0.29 2.95 0.78
H -3.24 0.35 5.21
H -2.74 -2.04 5.14
H -1.48 -3.98 4.03
H 0.91 -3.00 0.58
H 1.77 -5.01 0.68
H 1.98 -7.61 0.86
H 0.27 -8.59 2.59
H -2.88 2.69 4.22
N -4.24 4.99 -4.07
C -3.27 4.15 -3.61
C -3.02 4.04 -2.24
C -2.03 3.20 -1.78
C -1.26 2.46 -2.67
C -1.50 2.56 -4.04
C -2.49 3.40 -4.51
S -0.03 1.38 -2.11
O 0.70 0.90 -3.25
O 0.76 1.99 -1.02
N -0.77 0.20 -1.25
C -1.39 -0.86 -1.91
N -1.39 -2.05 -1.30
C -2.02 -3.03 -1.93
C -2.62 -2.86 -3.17
C -2.55 -1.59 -3.70
N -1.95 -0.59 -3.08
H -4.84 5.48 -3.44
H -4.46 5.03 -5.05
H -3.61 4.61 -1.53
H -1.86 3.11 -0.71
H -0.90 1.98 -4.73
H -2.67 3.48 -5.57
H -2.03 -3.99 -1.43
H -3.12 -3.68 -3.68
H -3.00 -1.36 -4.67